# 1
Here is C13H38GeI3N3O6P2SeV as an isolated structure at a distorted geometry from the OMol25 dataset. Energies are from ωB97M-V/def2-TZVPD.

The multiplicity is 2. As for the charge: +2. For the total energy, the calculation gives -221274.177 eV. The expectation value of S² is 0.7577.

Atoms and positions in Å:
V 2.23200 1.81890 -0.73705
I 4.71642 2.61254 0.43632
C 4.19160 2.87668 2.44829
I 2.87678 1.38473 3.05690
H 3.64776 3.82019 2.52667
H 5.08278 2.89851 3.02958
N -1.20036 2.80453 1.57241
C -1.12002 3.06174 0.08157
C -2.27846 3.91295 -0.45391
P 0.49711 3.85684 -0.27314
O 0.08179 5.37222 -0.08932
O 1.43247 3.22226 0.71528
O 0.96456 3.48304 -1.65735
P -1.12679 1.31784 -0.66017
O -1.70969 1.35914 -2.14384
O -2.02186 0.60084 0.29800
O 0.31042 0.83167 -0.65923
H -1.51307 3.52196 2.14891
H -0.31838 2.50759 1.98618
H -1.88217 2.00646 1.78675
H -2.46818 4.82362 0.22439
H -3.19766 3.35683 -0.48668
H -1.96711 4.16547 -1.40607
H 0.87303 5.94725 -0.24068
H -2.67679 1.51442 -2.11581
N 3.11888 2.12820 -2.76781
C 2.13243 1.80947 -3.82793
C 2.11360 0.33956 -4.12249
C 1.66947 -0.71272 -3.08829
C 2.77434 -1.03945 -2.10474
N 2.74559 -0.31199 -0.86774
H 3.21023 3.15160 -2.80409
H 3.98396 1.74014 -3.02787
H 2.40843 2.29189 -4.79688
H 1.17992 2.24180 -3.47071
H 3.13188 0.07029 -4.44816
H 1.60058 0.16238 -5.09729
H 1.52614 -1.62704 -3.61399
H 0.74292 -0.42506 -2.59861
H 3.80404 -0.86415 -2.51528
H 2.72981 -2.08577 -1.89576
H 3.56258 -0.59665 -0.35695
H 1.96900 -0.70360 -0.34090
C -3.81759 -1.96124 2.09640
Ge -3.20744 -3.51989 1.16043
C -2.71015 -3.22942 -0.67974
C -4.57746 -4.96018 1.07155
C -1.56859 -4.09617 2.19317
Se 0.12021 -3.26441 1.78837
C 1.14692 -3.65530 3.37908
H -4.89157 -1.85707 2.24867
H -3.38767 -1.03358 1.74680
H -3.48735 -1.91623 3.13143
H -3.54160 -3.61732 -1.27936
H -1.81638 -3.80731 -0.91390
H -2.51211 -2.22309 -0.99085
H -5.52548 -4.39918 0.80490
H -4.78573 -5.39823 2.02216
H -4.49153 -5.72332 0.31418
H -1.38398 -5.04183 1.69571
H -1.61789 -4.29651 3.27783
H 0.61504 -3.52627 4.30878
H 1.95336 -2.86072 3.40029
H 1.64908 -4.61105 3.39392
I -0.68457 -0.43405 3.57387
C 0.07135 -1.32207 1.85228
H 1.14005 -0.96295 1.73056
H -0.51894 -0.92976 1.03096

natural (NBO) atomic charge list, values in e, 6 entries: 1.0144, 0.3565, -0.7319, 0.2042, 0.2499, 0.2515



# 2
Here is C13H3Br4NO7Pd as an isolated structure from the OMol25 dataset. Energies are from ωB97M-V/def2-TZVPD.

The multiplicity is 3. As for the charge: -2. For the total energy, the calculation gives -313002.975 eV. The expectation value of S² is 2.0216.

Atoms and positions in Å:
Pd -0.09169 0.02623 0.05123
O 5.67004 -0.29146 -3.05165
C 4.45617 -0.24832 -2.40032
C 3.74462 -1.40344 -2.12967
C 2.52911 -1.29102 -1.47087
N 2.04076 -0.10982 -1.09912
C 2.72722 1.00332 -1.36053
C 3.95131 0.97990 -2.01552
C 2.12129 2.35648 -0.91023
O 2.80916 3.35880 -1.18277
O 1.01806 2.28979 -0.32811
C 1.70986 -2.56645 -1.15424
O 2.23371 -3.63343 -1.53415
O 0.62871 -2.38299 -0.56032
H 5.85590 -1.21758 -3.23792
H 4.08898 -2.39301 -2.40652
H 4.46838 1.90893 -2.20384
Br -6.32600 1.98541 3.56136
C -4.95121 0.97950 2.73351
C -5.06339 -0.43825 2.65978
Br -6.58597 -1.29545 3.39093
C -4.07872 -1.18304 2.06448
Br -4.15577 -3.05991 1.92864
C -2.89699 -0.58191 1.49093
O -2.00213 -1.24340 0.95123
C -2.77986 0.90162 1.56818
O -1.78766 1.46617 1.09197
C -3.85705 1.61817 2.21014
Br -3.63776 3.48786 2.26919

natural (NBO) atomic charge list, values in e, 6 entries: 0.8730, -0.6879, 0.3195, -0.3441, 0.1321, -0.4948



Copy entry 2 word for word.
Here is C13H3Br4NO7Pd as an isolated structure from the OMol25 dataset. Energies are from ωB97M-V/def2-TZVPD.

The multiplicity is 3. As for the charge: -2. For the total energy, the calculation gives -313002.975 eV. The expectation value of S² is 2.0216.

Atoms and positions in Å:
Pd -0.09169 0.02623 0.05123
O 5.67004 -0.29146 -3.05165
C 4.45617 -0.24832 -2.40032
C 3.74462 -1.40344 -2.12967
C 2.52911 -1.29102 -1.47087
N 2.04076 -0.10982 -1.09912
C 2.72722 1.00332 -1.36053
C 3.95131 0.97990 -2.01552
C 2.12129 2.35648 -0.91023
O 2.80916 3.35880 -1.18277
O 1.01806 2.28979 -0.32811
C 1.70986 -2.56645 -1.15424
O 2.23371 -3.63343 -1.53415
O 0.62871 -2.38299 -0.56032
H 5.85590 -1.21758 -3.23792
H 4.08898 -2.39301 -2.40652
H 4.46838 1.90893 -2.20384
Br -6.32600 1.98541 3.56136
C -4.95121 0.97950 2.73351
C -5.06339 -0.43825 2.65978
Br -6.58597 -1.29545 3.39093
C -4.07872 -1.18304 2.06448
Br -4.15577 -3.05991 1.92864
C -2.89699 -0.58191 1.49093
O -2.00213 -1.24340 0.95123
C -2.77986 0.90162 1.56818
O -1.78766 1.46617 1.09197
C -3.85705 1.61817 2.21014
Br -3.63776 3.48786 2.26919

natural (NBO) atomic charge list, values in e, 6 entries: 0.8730, -0.6879, 0.3195, -0.3441, 0.1321, -0.4948



What is the multiplicity in the first record? 2